Record 1
Density functional theory data (ωB97M-V/def2-TZVPD) for C4H8OS in the gas phase.

```
14
Properties=species:S:1:pos:R:3:forces:R:3
S 2.84485 -0.05995 0.32542 -0.1 -0.1 0.4
O -0.52977 0.90409 0.35153 1.9 -2.9 -0.3
C 0.45308 1.84895 -0.13880 -0.4 2.0 -1.8
C 1.22211 -0.86272 -0.10089 0.1 0.0 0.8
C -1.38041 -1.23169 0.37833 1.8 -4.5 0.2
C -0.13956 -0.40845 0.26399 -1.1 2.7 -0.8
H -1.20741 -1.90899 1.32150 -0.8 1.5 -1.2
H 1.46800 1.36980 -0.20657 -0.6 0.9 0.6
H -1.50221 -2.13185 -0.40535 0.8 2.2 1.3
H 0.13371 2.07324 -1.24842 0.4 -0.2 2.1
H 1.43251 -1.92160 0.17559 -1.0 0.6 -0.9
H 0.39592 2.82518 0.48649 0.1 -1.9 -1.0
H -2.27099 -0.66208 0.31455 -0.7 0.6 0.5
H 1.28332 -0.58777 -1.17484 -0.4 -0.7 0.0
```
Forces are in eV/Å.

Summary:
HOMO level (alpha / beta) = -7.179 / -7.180 eV
ΔE to the lowest compared entry with this formula, charge and spin = 385.45 kJ/mol
Kohn-Sham gap (alpha / beta) = 6.2 / 6.2 eV

***

Record 2
Density functional theory data (ωB97M-V/def2-TZVPD) for 2 unconnected molecules or ions with the total composition C9H17IN2O3.

```
32
Properties=species:S:1:pos:R:3:forces:R:3
I 1.10295 3.83338 2.36817 0.2 0.2 -0.2
O -0.53572 2.42637 0.27889 0.3 0.1 -0.3
O 2.06477 0.12558 -0.92029 -0.5 0.3 0.0
O 1.01706 -0.07574 -2.95103 -0.2 -0.1 0.2
N 0.05886 -1.13893 -1.06642 -0.2 1.6 -1.8
N -0.92349 -0.53035 6.10917 0.0 0.0 0.0
C 1.28956 -0.70133 -1.70616 0.7 -1.4 1.1
C -0.32806 3.70161 0.73464 -1.0 -0.1 -0.1
C -0.45312 -2.22052 -1.47751 0.0 -0.6 0.3
C 0.14275 -3.57610 -1.19630 0.1 0.0 -0.3
C -0.82924 0.04180 5.11929 0.0 0.0 0.0
C 1.34230 0.94956 -0.02186 0.3 0.6 0.1
C -0.70969 0.76786 3.86356 0.0 0.2 -0.3
C -1.70245 -2.24796 -2.31023 -0.3 -0.4 0.4
C 0.41377 1.96506 -0.70359 0.2 -0.2 0.9
H -0.67086 -4.23614 -0.90033 0.0 -0.1 0.1
H -0.18908 0.17365 3.11393 0.0 -0.1 0.1
H -1.57163 -1.63643 -3.19936 0.1 0.3 0.1
H 0.82106 0.38937 0.75127 -0.3 -0.3 -0.2
H 0.87829 -3.53986 -0.40314 0.2 0.1 0.0
H -0.13424 1.53416 -1.52969 -0.1 0.0 -0.1
H 0.57033 -4.00513 -2.10297 0.1 -0.1 -0.1
H 1.03656 2.80297 -1.00600 -0.1 0.2 -0.4
H -2.54628 -1.85725 -1.74832 -0.2 0.1 0.0
H 0.93748 -0.79422 -3.59400 0.0 0.3 0.0
H -1.68967 1.02007 3.46073 -0.1 -0.1 0.1
H 2.09243 1.52924 0.50623 0.3 -0.1 0.1
H -0.06474 4.40421 -0.04979 0.6 0.0 0.0
H -1.26307 4.04367 1.15856 0.0 0.0 0.3
H -1.90666 -3.26322 -2.63786 -0.3 -0.1 0.1
H -0.15464 1.69718 3.99296 0.0 -0.1 0.1
H 1.90450 -1.58252 -1.93254 0.3 0.1 0.0
```
Forces are in eV/Å.

Summary:
HOMO level = -8.560 eV
ΔE to the lowest compared entry with this formula, charge and spin = 77.62 kJ/mol
SMILES = CC(C)=N[C@@H](O)OCCOCI.CC#N
Kohn-Sham gap = 8.8 eV

***

Record 3
Density functional theory data (ωB97M-V/def2-TZVPD) for a molecular structure, C29H47BrI2N2O11P3.

```
95
Properties=species:S:1:pos:R:3:forces:R:3
I 2.21878 -2.63423 5.36961 0.0 0.0 0.0
I 1.98953 1.48318 2.63771 0.1 0.2 -0.2
Br -4.15150 -3.31198 2.53764 -0.2 -0.1 -0.1
P -2.18412 -3.58682 3.49790 0.5 0.0 0.0
P -2.44200 -0.24627 2.77814 -0.7 -1.2 1.6
P -1.42245 -1.27982 -1.26176 0.3 -0.1 -0.2
O 1.14608 4.22673 -2.26977 0.3 0.4 0.0
O -2.64082 -0.26344 -1.43169 -0.2 -0.1 0.2
O 3.58389 -2.40171 -3.50034 -0.1 0.0 0.1
O 4.21475 0.02680 -1.45285 -0.2 -0.2 0.2
O -2.14116 -2.56880 4.69915 -0.5 -0.3 0.4
O -0.49231 -1.23093 -2.38418 -0.2 0.0 0.1
O 0.22499 -5.03134 -2.81619 0.3 -0.2 -0.4
O 2.37615 0.24991 -0.02275 0.1 0.0 -0.1
O 0.39727 -5.75894 -0.71898 -0.1 -0.6 0.7
O -2.14691 -2.71705 -1.12761 0.0 0.0 0.3
O -0.97095 4.33747 -1.66659 -0.9 0.2 -0.2
N -1.12008 -2.61185 2.20512 -0.5 -0.2 0.0
N 4.77904 -1.24956 1.49026 -0.1 -0.1 0.2
C 0.63198 -3.06035 0.06151 0.1 0.0 0.3
C -0.63130 -0.85307 0.39470 0.1 0.0 0.1
C -5.94137 6.10406 -4.70039 0.0 0.0 0.0
C 1.87371 -0.99748 -0.43117 0.0 0.2 -0.1
C 3.98075 -1.79722 2.30231 0.2 0.1 -0.2
C 2.02898 -0.74812 4.38672 0.0 -0.1 0.2
C -4.41260 6.19503 -2.84714 0.0 0.0 0.0
C -3.77498 0.70071 1.99434 0.3 0.3 -0.7
C 1.24790 -3.58727 -1.24205 0.2 0.0 0.0
C -3.82187 4.97646 -4.82967 0.0 0.0 0.0
C 4.69977 -1.55953 -3.21401 0.1 -0.1 -0.2
C -5.03833 5.31934 -5.40424 0.0 0.0 0.0
C 0.39278 2.88060 -0.38578 0.0 -0.1 0.3
C -3.50547 5.41219 -3.54936 0.0 0.0 0.0
C 0.11108 3.89551 -1.46916 0.7 -0.3 0.3
C -0.71690 0.69433 0.41306 -0.4 0.3 0.0
C 0.58965 -4.90950 -1.53863 0.0 0.6 -0.4
C 0.81051 -1.53761 0.53879 -0.2 -0.6 -0.1
C -5.62776 6.54279 -3.42139 0.0 0.0 0.0
C -0.23106 1.53201 -0.78800 0.0 0.1 -0.2
C 1.34531 -1.70891 2.07777 0.4 0.2 -0.2
C 2.69987 -2.53762 1.96105 -0.1 -0.2 0.1
C 1.71559 -0.55318 3.09606 -0.3 0.0 -0.1
C 2.39780 0.31688 5.39562 0.0 0.0 0.2
C -1.63556 -1.37058 1.52247 0.8 0.5 -0.6
C 0.25731 -2.56296 2.80476 0.0 -0.1 0.2
C 3.25563 0.88920 -0.92396 0.1 0.2 0.0
C 4.23659 -0.15520 -2.86866 -0.1 0.1 -0.2
C -1.36079 0.78304 3.81184 -0.1 0.6 -0.5
H -4.56491 0.84023 2.73202 0.1 0.1 0.0
H -4.16851 6.53715 -1.84912 0.0 0.0 0.0
H 4.26747 -1.78503 3.35541 0.0 0.0 -0.1
H -0.34145 1.09191 1.35144 0.3 -0.2 -0.1
H -2.51286 -1.74834 0.99663 -0.2 0.2 0.3
H -2.74172 -1.79520 4.58762 0.3 0.3 -0.3
H 2.69211 1.38643 -1.73033 0.0 -0.2 0.0
H 3.76627 1.64256 -0.31502 -0.1 0.0 0.0
H -1.78966 0.90762 0.45009 0.1 0.0 0.1
H 2.69350 -1.71499 -0.46878 0.0 0.0 -0.1
H 0.43496 0.98562 -1.45165 0.1 0.0 0.1
H 2.63737 -3.42271 2.59986 0.0 0.2 0.0
H 4.90890 0.58234 -3.32084 0.0 0.0 0.2
H 1.47025 -0.95705 -1.44572 -0.1 0.1 0.1
H 1.01249 -3.74139 0.81895 0.0 0.0 0.0
H -0.88764 1.63906 3.33081 0.0 -0.1 0.1
H 2.52429 -0.10779 6.38767 0.0 0.0 0.0
H 1.46115 2.78323 -0.18717 0.0 -0.1 0.0
H 0.10166 -2.23240 3.82622 0.0 0.2 -0.1
H -5.28259 4.97723 -6.40183 0.0 0.0 0.0
H -2.01957 1.15917 4.60055 0.0 -0.1 0.0
H -6.33024 7.15836 -2.87402 0.0 0.0 0.0
H 5.36985 -1.51051 -4.07694 0.0 0.0 0.1
H 3.24095 -0.00110 -3.30187 0.0 0.0 0.1
H -2.55869 5.14531 -3.10053 0.0 0.0 0.0
H 3.74493 -2.89022 -4.31413 0.0 0.1 0.1
H 2.30471 -3.83233 -1.08699 0.0 0.1 -0.1
H -1.10826 1.78193 -1.39104 0.1 -0.2 0.0
H 5.26116 -1.97424 -2.37062 0.0 0.1 0.0
H 1.98544 4.15385 -1.79547 -0.1 -0.2 -0.2
H -4.19276 0.08510 1.19045 -0.1 0.0 0.1
H -6.88790 6.37592 -5.14959 0.0 0.0 0.0
H -0.41466 -3.31965 0.00785 -0.1 0.2 -0.3
H 0.01491 -5.96681 -2.97851 -0.2 0.2 0.1
H -3.11603 4.36892 -5.38211 0.0 0.0 0.0
H 0.57682 -3.60413 2.87578 -0.1 0.0 0.0
H -3.48728 1.65982 1.55486 -0.1 0.0 0.1
H 1.18110 -2.93760 -2.10363 -0.1 0.1 0.0
H 4.46705 -1.30010 0.51978 0.0 0.0 0.0
H -0.60893 0.14528 4.27837 0.0 0.1 0.0
H 3.33939 0.80440 5.12333 -0.1 0.0 0.0
H 2.82211 -2.93228 0.95868 0.0 0.0 -0.1
H 1.61554 1.07968 5.46039 0.1 0.0 -0.1
H -3.05362 -2.73239 -0.79758 0.0 -0.1 -0.3
H -1.12752 -3.36917 1.51952 0.3 0.3 -0.4
H -3.41697 -0.40117 -0.87386 0.0 0.1 -0.2
H -0.07812 3.25059 0.53093 0.0 0.0 -0.1
```
Forces are in eV/Å.

Summary:
HOMO level = -10.366 eV
Kohn-Sham gap = 7.3 eV
Charge = +1

***

Record 4
Density functional theory data (ωB97M-V/def2-TZVPD) for 3 unconnected molecules or ions with the total composition C16H21F16N2O2.

```
57
Properties=species:S:1:pos:R:3:forces:R:3
F 6.49975 -1.31731 -2.89508 0.0 0.1 0.1
F 4.17249 -2.43925 -3.09862 0.1 -0.1 -0.1
F -5.57800 -0.43224 2.81786 0.0 0.0 0.2
F 5.68460 0.31889 0.11868 -0.2 0.2 -0.2
F 7.68077 0.06671 -1.69047 -0.1 0.0 0.1
F -6.79043 -0.22199 4.62490 0.0 0.0 0.0
F 5.38941 -4.83381 -3.36692 -0.1 0.0 0.0
F -6.01335 0.78914 -0.85221 0.1 0.1 0.1
F 3.00990 -4.03306 -2.21249 -0.1 -0.1 0.0
F -6.67251 2.17822 3.39464 -0.1 -0.1 0.1
F -6.88163 0.98325 1.14326 0.1 0.1 -0.2
F 6.47842 -1.70389 -0.07631 0.1 0.1 0.0
F -4.01003 2.48645 -0.22390 -0.1 0.1 -0.1
F -5.47256 2.13905 5.19388 0.0 -0.1 0.2
F -4.05619 0.66580 0.97726 0.0 0.0 -0.1
F 6.47574 -3.67231 -1.86722 -0.1 -0.1 0.0
O 4.06594 -2.67031 -0.87212 0.5 -0.1 0.0
O -4.43786 2.07438 3.26955 -0.1 -0.5 -0.3
N 1.92783 1.20146 0.86763 0.1 -0.3 0.8
N -1.12981 -0.37842 -2.74441 0.2 -0.2 0.1
C -5.62928 0.13147 4.04344 0.0 -0.4 0.1
C 4.14416 -3.32359 -2.08431 -0.4 0.3 0.0
C -0.28858 0.92206 0.01019 -0.4 -0.6 0.4
C 5.73579 -0.78123 -0.70329 0.0 -0.7 0.2
C -0.99015 -0.43436 -0.23240 1.0 -0.1 -0.4
C 5.31666 -4.30513 -2.13111 0.3 -0.3 0.0
C -6.10376 1.59537 0.23332 -0.3 -0.1 -0.4
C 6.42559 -0.32424 -1.99181 0.3 0.3 -0.2
C -5.56411 1.65610 3.94302 0.1 0.6 -0.1
C 1.97738 1.52315 -0.33638 -0.4 1.0 -2.3
C -4.56040 2.72319 2.02319 0.3 0.6 0.1
C 0.54821 0.89976 1.28589 0.3 0.2 1.3
C -4.69398 1.84343 0.76981 0.2 -0.2 0.6
C -0.72085 -1.12072 -1.56310 -0.8 0.2 -0.1
C 4.28778 -1.28678 -0.80448 -0.7 0.3 0.1
C 0.68786 1.46830 -1.04723 0.3 -0.5 1.1
H -4.79415 -0.24300 4.63931 0.0 0.1 0.0
H -6.57138 2.53680 -0.06993 0.0 0.0 0.0
H 3.82287 -1.00185 0.13854 0.1 0.0 0.1
H 0.41761 2.44153 -1.40647 -0.1 0.5 -0.5
H -2.04884 -0.35427 -0.07931 -0.6 0.3 0.0
H 3.73097 -0.75694 -1.58204 0.2 0.0 -0.2
H -5.31927 3.50431 2.04881 -0.2 -0.1 -0.1
H 0.25774 1.66798 1.98863 -0.1 0.4 0.1
H 0.55695 0.00910 1.89212 -0.1 -0.7 -0.2
H 5.17152 -5.10186 -1.39843 -0.1 0.0 0.0
H -0.37210 0.03796 -3.24742 0.0 0.2 -0.3
H -0.63878 -1.10910 0.53109 0.0 -0.4 0.4
H -1.31065 -2.02272 -1.55094 -0.1 -0.6 0.1
H 0.93350 0.81552 -1.86726 -0.5 -0.3 -0.7
H 5.89481 0.52645 -2.43449 0.0 -0.1 0.0
H -1.07252 1.61760 0.24200 -0.3 0.6 -0.4
H 2.83705 1.81176 -0.90518 0.9 0.1 0.4
H -3.61000 3.24127 1.90791 0.1 0.0 -0.1
H -1.86385 0.28085 -2.55807 -0.2 0.2 -0.1
H 2.76339 1.16775 1.43442 0.0 -0.1 0.4
H 0.30031 -1.45671 -1.64594 0.6 0.0 -0.2
```
Forces are in eV/Å.

Summary:
HOMO level = -12.199 eV
Kohn-Sham gap = 7.9 eV
Charge = +1

***

Record 5
Density functional theory data (ωB97M-V/def2-TZVPD) for C4H10N4 in the gas phase.

```
18
Properties=species:S:1:pos:R:3:forces:R:3
N 1.78170 1.33452 1.15035 -1.0 0.0 0.0
N -0.23451 -1.93173 0.18270 0.3 1.4 1.9
N 1.16334 0.69343 -0.91661 -2.8 -0.6 0.2
N -2.39248 -0.96357 0.43859 1.0 -1.4 -0.6
C -1.08938 -0.91559 0.44291 -1.3 3.1 0.4
C 0.74198 0.80615 0.38290 1.2 -0.2 -0.7
C 0.10143 0.59762 -1.97669 3.4 2.3 -1.9
C -0.46873 0.36584 0.82920 0.8 -0.3 -0.3
H 2.39241 1.96732 0.67548 0.1 0.5 -0.3
H -0.74867 0.06698 -1.67491 -0.8 -1.0 0.3
H 0.67344 0.21925 -2.83988 -0.8 -0.8 0.2
H -0.67498 -2.60401 -0.28078 -1.9 -3.8 -2.3
H -2.67047 -1.92357 0.13767 0.0 0.7 0.5
H 0.69370 -1.82496 -0.08588 1.6 0.8 -0.2
H 2.14998 0.71758 -1.03138 0.4 -0.1 -1.0
H -0.96325 1.01019 1.49868 -0.6 0.2 1.2
H 1.43588 1.72427 1.99400 0.0 0.1 1.1
H -0.22614 1.59432 -2.44810 0.4 -0.9 1.5
```
Forces are in eV/Å.

Summary:
HOMO level = -7.431 eV
ΔE to the lowest compared entry with this formula, charge and spin = 185.53 kJ/mol
SMILES = [H]/N=C(N)/C=C(/N)NC
Kohn-Sham gap = 8.2 eV

***

Record 6
Density functional theory data (ωB97M-V/def2-TZVPD) for a molecular structure, C20H34AgN3OPS3SbSe2.

```
66
Properties=species:S:1:pos:R:3:forces:R:3
Sb -1.72467 2.26323 1.18075 0.1 0.0 0.0
Ag 1.10794 0.46458 -0.24849 -0.3 -0.2 0.1
Se 3.03341 -2.41792 0.53935 0.0 0.0 0.0
Se 2.87175 0.18288 -2.19824 0.0 0.1 0.0
S -3.45320 0.76464 1.27125 0.0 0.0 0.0
S -0.64467 2.00704 -1.05714 0.0 0.0 0.1
S 0.26447 0.99508 1.98232 -0.1 0.0 -0.2
P -0.94337 -1.96900 -0.77916 0.1 0.0 -0.1
O 3.69393 0.49844 0.97077 0.1 0.0 0.2
N -3.37517 -3.04814 -1.65688 0.0 0.0 0.0
N -1.79035 -4.65806 -0.70174 0.0 0.0 0.0
N -1.40413 -3.73097 -2.94528 0.0 0.0 0.0
C 3.79923 4.57101 4.00303 0.0 -0.1 0.0
C -0.56622 -2.61665 -2.49039 0.0 0.0 0.0
C -0.98579 -3.65812 0.01017 0.0 0.1 0.1
C 3.97058 5.89250 4.70015 0.0 0.0 0.0
C 3.60750 -1.62017 -2.21016 0.0 0.0 0.0
C 1.77753 0.07008 -3.79343 0.0 0.1 0.0
C 4.27286 -1.91270 -0.87510 0.1 0.0 0.1
C 3.54732 3.41589 4.73763 0.0 0.1 0.0
C -2.77913 -1.84995 -1.05012 0.0 0.1 0.0
C 3.69924 3.23775 0.45759 0.0 0.1 0.1
C -2.81235 -3.32774 -2.96781 0.0 0.0 0.0
C 3.48309 2.10628 2.72429 0.0 0.1 0.0
C 3.30492 0.78898 2.09048 0.1 0.0 -0.1
C 3.02368 0.99152 4.96690 0.0 0.0 0.0
C 2.89254 -4.27773 -0.02830 0.0 0.0 0.0
C 3.37282 2.18861 4.12126 0.0 0.0 0.0
C -3.18311 -4.21745 -0.81153 0.0 0.0 0.0
C -1.27552 -4.87593 -2.04815 0.0 0.0 0.0
C 3.86596 4.47486 2.62189 0.0 0.0 0.0
C 3.70920 3.26224 1.96262 0.0 -0.1 -0.2
H 4.84785 5.87921 5.35029 0.0 0.0 0.0
H -1.37102 -3.55034 1.02734 0.0 0.0 0.0
H -3.24982 -1.63660 -0.08951 0.0 0.0 0.0
H 4.80600 -1.03914 -0.50089 0.0 -0.1 0.0
H -3.76111 -5.04534 -1.23548 0.0 0.0 0.0
H 2.80317 -2.32573 -2.41971 0.0 0.0 0.0
H 2.77624 2.77495 0.09951 0.0 0.0 0.0
H -0.22009 -5.15714 -1.98303 0.0 0.0 0.0
H 3.46480 3.48061 5.81770 0.0 0.0 0.0
H -3.56362 -3.99810 0.18737 0.0 0.0 0.0
H 3.10425 6.11653 5.32449 0.0 0.0 0.0
H 4.09168 6.70393 3.98344 0.0 0.0 0.0
H 3.87383 -4.74920 -0.00651 0.0 0.0 0.0
H 3.74756 4.25390 0.06485 0.0 0.0 0.0
H 0.48201 -2.93514 -2.52517 0.0 0.0 0.0
H -1.83024 -5.70916 -2.49053 0.0 0.0 0.0
H 4.02131 5.37335 2.03384 0.0 0.0 0.0
H -2.98386 -0.97478 -1.67069 0.0 0.0 0.0
H 4.34158 -1.67168 -3.01670 0.0 0.0 0.0
H 3.06968 1.25551 6.02295 0.0 0.0 0.0
H -2.91414 -2.43986 -3.59511 0.0 0.0 0.0
H 2.46599 -4.34607 -1.02856 0.0 0.0 0.0
H 2.00881 0.65391 4.74286 0.0 0.0 0.0
H 1.11400 0.93225 -3.74973 0.0 0.0 0.0
H 1.18491 -0.83921 -3.77706 0.0 0.0 0.0
H 4.52894 2.65842 0.05594 0.0 0.0 0.0
H -0.68487 -1.78886 -3.19547 0.0 0.0 0.0
H 0.03909 -4.02848 0.09123 0.0 0.0 0.0
H 3.69737 0.15053 4.79949 0.0 0.0 0.0
H 2.81052 0.02269 2.70332 0.0 0.0 0.0
H 2.23511 -4.78815 0.67149 0.0 0.0 0.0
H -3.38362 -4.14459 -3.42062 0.0 0.0 0.0
H 2.39686 0.11064 -4.68608 0.0 0.0 0.0
H 4.98839 -2.72995 -0.98088 0.0 0.0 0.0
```
Forces are in eV/Å.

Summary:
HOMO level (alpha / beta) = -3.530 / -3.488 eV
ΔE to the lowest compared entry with this formula, charge and spin = 57.16 kJ/mol
2S+1 = 2
⟨S²⟩ = 0.760
Kohn-Sham gap (alpha / beta) = 5.5 / 5.1 eV
Charge = -1

***

Q: Which formula does entry 3 have?
A: C29H47BrI2N2O11P3